Entry 1:
{"formula": "C6H33NO10", "method": "ωB97M-V/def2-TZVPD", "gap_ev": 10.0, "smiles": "CCCCCNCO.O.O.O.O.O.O.O.O.O", "multiplicity": 1, "homo_energy_ev": -10.31, "charge": 0, "molar_mass_da": 279.33, "e_tot_ev": -28718.862, "de_lowest_kcal_mol": 132.7, "e_lumo_ev": -0.29, "species": ["H", "H", "O", "H", "C", "H", "H", "H", "H", "N", "H", "C", "O", "H", "H", "H", "C", "H", "H", "O", "H", "H", "O", "C", "H", "H", "H", "C", "H", "H", "H", "H", "O", "O", "O", "H", "H", "O", "H", "O", "H", "O", "H", "H", "H", "C", "H", "H", "H", "H"], "coordinates": [[-0.2857, -1.8053, -2.5716], [1.2421, -0.4183, 3.7451], [-5.8771, 0.1372, -0.7409], [-3.5206, 1.6167, -2.7431], [-1.1498, -1.4966, -0.6933], [3.5479, -0.1191, -1.7236], [-1.3747, -2.0476, 1.9241], [2.6306, 1.1156, 2.1031], [3.4522, 1.1696, 3.2357], [-0.8715, -0.4925, 0.3820], [1.5644, -0.8356, -0.9990], [-1.9858, -0.4021, 1.3182], [3.4869, 0.7728, 2.3647], [-5.6275, -0.4624, -1.4849], [0.2576, 1.3087, 0.3606], [3.9409, 0.2204, -3.3051], [0.9160, -0.2315, -1.5974], [-1.2889, 1.2504, -1.6623], [0.7265, 2.9379, 0.1549], [0.0688, -4.0651, 1.4424], [-2.2748, -1.6748, -0.8119], [1.7114, -1.6395, 4.7171], [0.6627, 2.1610, 0.7771], [3.1513, 0.4908, -2.4908], [1.3069, 0.5733, -3.5957], [-1.8122, 0.4274, 2.1401], [-0.4537, 4.0798, 2.9139], [1.7814, -0.0626, -2.9112], [3.2862, 1.5328, -2.3021], [0.2255, -3.8280, 2.4111], [-2.9010, 0.0248, 0.8019], [-0.9195, -2.4870, -0.3564], [5.2484, -1.1809, 0.5732], [-4.3679, 1.3954, -3.2398], [1.1255, -0.8471, 4.6077], [-0.9544, -0.2404, -2.6464], [1.7517, -1.1550, -3.0596], [-0.0563, 4.4859, 3.7060], [0.4889, 0.6873, -1.1163], [-2.1712, 1.8097, -1.7081], [-2.6397, 1.5691, -0.8500], [-2.2787, -1.6895, 1.9906], [0.7529, 4.1748, 4.0390], [5.0703, -0.6093, 1.3603], [-0.3556, -4.9668, 1.7418], [-0.4679, -0.8693, -1.9771], [-4.0177, 0.8042, -4.0087], [4.5190, -1.2689, 0.0237], [0.1266, -0.7517, 0.6877], [-5.3905, 0.9011, -0.9267]]}

=====

Entry 2:
{"formula": "C23H26CrN5O6", "method": "ωB97M-V/def2-TZVPD", "gap_ev": [6.9, 6.6], "multiplicity": 4, "homo_energy_ev": [-14.62, -14.69], "charge": 2, "molar_mass_da": 520.49, "e_tot_ev": -72413.845, "de_lowest_kcal_mol": 32.8, "e_lumo_ev": [-7.76, -8.08], "species": ["N", "Cr", "C", "H", "C", "C", "C", "H", "H", "H", "H", "C", "H", "C", "H", "O", "H", "C", "O", "H", "O", "O", "C", "C", "C", "H", "H", "C", "N", "N", "C", "N", "H", "C", "C", "H", "C", "H", "C", "H", "H", "N", "H", "O", "H", "H", "O", "H", "H", "C", "H", "C", "H", "C", "C", "H", "C", "C", "C", "H", "H"], "coordinates": [[2.4191, -0.7039, 0.2798], [0.6250, -0.2747, 0.1809], [-0.1541, -3.6872, -0.3474], [-2.5766, 4.7656, -0.2320], [3.3147, -1.4484, 0.5057], [-0.6441, -0.0186, -2.6302], [-1.0753, 3.3269, 0.2955], [-0.6557, -3.8596, 1.7678], [1.5012, -2.3390, 4.8568], [-0.6968, -0.5226, -3.6010], [0.8623, 2.9580, 2.2921], [0.0416, 2.6078, -0.1494], [-0.7706, 1.0600, -2.7822], [1.4796, 0.9541, 4.1483], [-3.0393, -1.5635, 2.0296], [-2.8084, 6.1293, -2.2287], [-1.2238, 4.6362, -4.3593], [-2.5135, -0.0746, 0.5410], [-1.2609, -2.0270, 1.0751], [2.4637, -0.9867, -2.2259], [0.6421, -0.1833, -2.0351], [-1.8523, 5.2940, -4.0339], [1.0108, -2.6060, -2.0917], [1.6482, -0.1954, 4.8986], [0.8420, 1.9348, 1.9268], [-0.7422, -4.0939, -1.1823], [1.6752, 1.9248, 4.5733], [1.3825, -1.4218, 4.3022], [5.1070, -4.3448, 1.2056], [4.3360, -2.0935, 0.6857], [1.0728, 0.8390, 2.8160], [0.5834, 1.6270, 0.6919], [-3.4766, 0.2448, 0.1262], [0.5550, 2.8539, -1.4234], [-0.0857, 3.7501, -2.2645], [-2.7208, -0.2471, -2.0619], [-2.5929, -1.5322, 1.0277], [1.4710, 2.3672, -1.7318], [1.4537, -1.2165, -2.5755], [1.9887, -0.1394, 5.9199], [0.6126, -4.4230, -0.0749], [0.8219, -0.3599, 2.2390], [-2.0514, -3.9042, 0.6909], [0.4733, -2.4831, -0.7792], [-2.2387, 0.5846, 1.3693], [1.4344, -1.1766, -3.6702], [-1.4843, 0.0873, -0.4203], [-1.6797, -1.6168, -1.5882], [0.3476, 3.9610, -3.2324], [0.9821, -1.4532, 2.9736], [0.2378, -3.0165, -2.7584], [-1.7129, 4.2045, -0.5550], [0.7914, -2.3957, 2.4832], [-1.0869, -3.4181, 0.8642], [-1.2437, 4.4052, -1.8519], [-3.2075, -2.1378, 0.3500], [4.7573, -3.2751, 0.9705], [-2.0339, 5.3618, -2.7199], [-1.7321, -0.5272, -1.6839], [1.8710, -3.2877, -2.0970], [-1.4469, 3.1779, 1.2999]]}